Record 1
Formula: C25H31FN6O4
Source: OMol25
Level of theory: ωB97M-V with the def2-TZVPD basis set

Structure (XYZ):
```
67
C25H31FN6O4 (ωB97M-V with the def2-TZVPD basis set)
C -2.7889 -1.0308 1.7854
C 1.2448 -0.1364 0.6736
H 0.6002 1.0726 -3.1087
C 5.1374 2.4289 -0.0170
C -7.3585 -0.6250 0.1902
H -6.3634 2.0342 1.1599
C -5.7583 1.3949 0.5501
H 4.0940 4.5076 1.4923
N 1.6662 -0.8045 -0.5514
H -0.3178 -2.2066 -0.1495
C -2.1863 0.1003 2.3013
H 5.0343 -1.5708 2.5335
C 3.9579 -1.7891 -0.4580
H -7.6621 -1.0262 -0.7746
H -2.7320 0.7373 2.9786
N -0.8717 0.3189 -1.8649
H 2.5178 3.7679 1.7932
H -2.6208 -2.7413 0.5134
H 2.1849 -2.6673 -1.2780
H -7.1856 -1.4632 0.8651
H 2.1592 -2.5276 0.5036
C 4.7491 -3.1019 -0.3998
C -4.4409 1.6375 0.1138
N -1.7632 1.0135 -1.1933
N -1.3474 -0.8054 -2.3379
C -4.0861 0.5424 -0.6337
C -6.1145 0.1733 0.0454
H -3.8212 2.4866 0.3143
C -0.8281 -1.5586 0.5473
H 4.1762 -3.9395 -0.7883
C -0.2001 -0.4185 1.0391
H 3.6338 4.4913 -1.0298
F -4.0549 -1.3274 2.1512
C 3.5628 3.5639 1.5787
C 5.2603 -1.7748 1.4845
C 5.0701 -3.2348 1.0880
H 4.2266 -3.6689 1.6257
H 3.1260 2.9865 -1.8067
H 1.8657 -0.5588 1.4762
H 6.2856 -1.4437 1.2702
H 5.7228 3.3389 -0.1151
N -2.5773 -0.8820 -1.9801
O 4.3539 -1.0296 0.6862
H 3.9867 2.9964 2.4043
O -5.1051 -0.3429 -0.6749
H 2.0430 3.8130 -0.6763
H -0.4168 1.2805 2.3268
C 3.6778 2.7713 0.2742
C -2.1249 -1.8714 0.9128
C -2.8428 0.2369 -1.2690
H 5.2166 1.8658 -0.9444
H 5.9569 -3.8327 1.2806
H 5.5568 1.8326 0.7904
H 4.1898 -1.2100 -1.3589
C -0.8868 0.3962 1.9323
H 3.5438 0.6670 0.4146
O 2.0434 -0.8781 -2.7582
C 2.4393 -2.0308 -0.4265
C 1.4704 -0.3637 -1.8188
O 0.8734 2.2860 0.7647
H 5.6693 -3.0089 -0.9763
H -8.1527 -0.0047 0.5945
N 2.9661 1.4979 0.4096
C 0.4715 0.7731 -2.0626
C 3.0797 3.5678 -0.8880
C 1.6525 1.3654 0.6294
H 0.6115 1.6349 -1.4126
```

## Properties
- molecular weight (g mol⁻¹) = 498.56
- HOMO energy (eV) = -7.9
- Kohn-Sham gap (Ha) = 0.3085
- structure (SMILES) = Cc1ccc(-c2nnn(CC(=O)N(C[C@@H]3CCCO3)[C@@H](C(=O)NC(C)(C)C)c3ccc(F)cc3)n2)o1
- strongest force on any atom (Eh/bohr) = 0.0290
- LUMO energy (eV) = 0.53


Record 2
Formula: C25H31InN6O2SSi
Source: OMol25
Level of theory: ωB97M-V with the def2-TZVPD basis set

Structure (XYZ):
```
67
C25H31InN6O2SSi (ωB97M-V with the def2-TZVPD basis set)
C 5.0062 -1.4003 -1.3459
O -1.1012 1.6800 0.5479
C -2.4712 0.8339 3.8841
C 0.3224 3.4167 1.4078
C -2.5144 -0.5437 3.7680
C -2.0037 1.5911 2.8187
C -1.5990 0.9520 1.6657
H 5.0227 -2.3280 -1.9197
C -4.9949 1.0473 -2.8921
C -2.3383 0.4744 -3.2175
H -0.2360 -3.6481 2.4392
C -2.0949 -1.1666 2.6025
H -0.0892 6.7709 1.2140
C 4.1254 -2.4610 0.7570
Si -0.9253 -2.7772 0.1776
H 0.7896 -4.2641 1.1519
N 3.9086 -1.5014 -0.3535
H 1.6279 4.1365 -2.5392
H -2.3469 -4.7984 0.0738
H -2.8775 -1.1467 4.5891
H -2.7938 1.3253 4.7907
H -5.1659 0.3947 -4.9508
C 0.2551 -3.3784 1.5046
N -3.2248 0.2973 -4.2291
C 2.8388 -0.7963 -0.4536
H 5.5025 -1.2159 1.8580
C -4.5404 0.5744 -4.0875
H -2.8853 -0.0722 -5.1098
H -0.6497 -2.6266 -2.3236
S -0.6978 0.0634 -3.4469
C -1.6225 -0.4403 1.5063
H -4.3259 1.6060 -0.9086
H -2.6448 3.6351 -0.2197
C -0.0813 -3.0218 -1.4800
N 1.8712 -0.1508 -0.5164
H 0.0209 -4.0950 -1.6628
C 0.5888 4.7684 1.5710
H -2.1474 -2.2441 2.5424
C -0.8363 3.0440 0.7514
H -3.0798 -3.5911 1.1233
C -2.5266 -3.7281 0.1936
H 0.9895 -2.6026 1.7376
C -0.2976 5.7184 1.0793
H 6.3356 -0.2305 -0.1098
H 7.1486 -1.2764 -1.2942
H 3.3316 -2.3398 1.4910
H 0.9335 -2.6119 -1.5194
H -1.9632 2.6681 2.8978
H 0.9898 2.6587 1.8002
H -3.1742 -3.4051 -0.6248
H -6.0390 1.2710 -2.7395
C 0.6695 2.4332 -1.6365
C 6.3154 -1.2136 -0.5970
N -1.1992 -1.0405 0.3113
H 4.8023 -0.5647 -2.0130
N -2.7552 0.9639 -2.0488
O 6.4884 -2.2387 0.3559
C -4.0403 1.2294 -1.8847
C 5.4945 -2.1920 1.3570
H 4.0820 -3.4674 0.3378
C -1.4591 5.3207 0.4303
N 1.2091 3.3223 -2.1282
In -0.2533 0.2328 -0.9899
C -1.7375 3.9703 0.2658
H 1.4848 5.0797 2.0910
H 5.7338 -2.9623 2.0873
H -2.1550 6.0620 0.0619
```

## Properties
- molecular weight (g mol⁻¹) = 622.53
- HOMO energy (eV) = -12.5
- Kohn-Sham gap (Ha) = 0.2223
- charge = +2
- strongest force on any atom (Eh/bohr) = 0.0085
- LUMO energy (eV) = -6.46
- energy relative to the best compared isomer or geometry (same formula, charge and spin) (kJ/mol) = 0.0


Record 3
Formula: C25H31MoN5S2
Source: OMol25
Level of theory: ωB97M-V with the def2-TZVPD basis set

Structure (XYZ):
```
64
C25H31MoN5S2 (ωB97M-V with the def2-TZVPD basis set)
C -0.4748 -3.3445 -1.6932
H 3.5621 -1.2121 2.3747
C -4.0561 -0.0750 1.1539
Mo -0.3343 0.2099 -0.3800
H -5.0657 -1.0666 4.2701
S 0.6221 -3.1490 -2.9826
C -1.8373 -0.4998 3.2891
H -0.0773 -4.9928 -4.3406
C 2.7449 -0.6952 1.8750
C -4.7740 -0.4792 2.2631
H 3.1773 0.2431 1.5107
C 3.5526 1.8533 -0.9053
C -2.2574 2.0438 -2.1998
H 4.6121 5.0524 -1.4569
C -2.6816 0.1673 1.0064
H 1.2219 -1.9022 0.9030
H 4.1477 0.9622 -0.7575
H -0.8491 -6.3759 -2.5537
C 2.2784 -0.8438 -0.6522
H 2.1749 0.0484 3.8031
H 2.4120 5.8498 -1.3476
C -3.1102 1.3750 -1.1462
H 1.8308 -1.4563 -1.4296
H 0.1622 1.1314 3.3619
S -1.2672 -2.0529 -0.8121
H -5.8459 -0.5547 2.1165
N 1.5689 0.4774 -0.6341
H 1.5237 -5.2907 -3.6334
C 1.1510 2.6747 -1.0122
C 4.2964 3.0022 -1.1285
H -0.9248 -0.6184 3.8600
N -0.0982 2.1385 -0.9927
C 3.8461 4.3003 -1.2989
C 0.5197 -4.9258 -3.4346
H -0.8139 3.6123 -2.3098
H -2.8904 2.6191 -2.8736
H 1.1583 -1.2562 3.2383
H -3.7846 0.6444 -1.5997
H -1.6676 3.5475 -0.7614
H -1.7586 1.2929 -2.8245
H 0.6093 -6.1045 -1.5868
H 0.4567 4.6778 -1.1546
H 3.3067 -0.6878 -0.9690
H -3.7050 2.1076 -0.5967
H 2.8388 -2.4581 0.5985
H -2.8428 -1.1297 5.0111
C 1.3514 4.0700 -1.1546
H -4.6558 0.1042 0.2705
N -0.3779 0.2938 1.5273
H -1.4975 -4.8155 -0.7436
C 2.5238 4.7748 -1.2624
H 5.3705 2.8616 -1.1601
N -2.2132 0.6811 -0.2062
C -1.2186 2.9434 -1.5544
C 2.2392 -1.5530 0.7037
N -0.8196 -4.5736 -1.4582
C -1.6630 -0.0356 1.9816
C 2.1664 1.6918 -0.8400
C 0.6815 0.7254 2.4947
H 1.2016 1.5635 2.0315
C -0.1246 -5.6297 -2.2362
C -4.3103 -0.7928 3.5411
C 1.6801 -0.3506 2.9151
C -2.9922 -0.8188 3.9831
```

## Properties
- molecular weight (g mol⁻¹) = 561.63
- HOMO energy (alpha / beta) (eV) = -20.4 / -20.4
- Kohn-Sham gap (alpha / beta) (Ha) = 0.2292 / 0.2274
- charge = +4
- strongest force on any atom (Eh/bohr) = 0.0145
- LUMO energy (alpha / beta) (eV) = -14.19 / -14.25


Record 4
Formula: C25H31N3O4S
Source: OMol25
Level of theory: ωB97M-V with the def2-TZVPD basis set

Structure (XYZ):
```
64
C25H31N3O4S (ωB97M-V with the def2-TZVPD basis set)
C -1.4579 2.4031 -0.1690
H 0.7469 3.1745 0.7443
H -4.1495 3.2462 -0.7862
H -1.3769 3.4914 -0.0835
O -5.7066 -0.1416 -0.6651
H 1.9418 -3.2725 -2.2786
H 3.2708 1.6409 -3.0376
C 0.9653 -2.8781 0.0088
C -3.2893 -1.0385 -0.1594
C -0.9488 -2.1719 -0.9953
H -1.6632 0.7348 1.1655
C -0.2688 -3.6509 2.0530
C -3.3779 1.9937 1.4597
N 0.3142 -2.6940 -1.1825
H -2.2308 0.9931 -1.5691
C -1.8955 -1.8374 -1.9488
H 2.0573 2.7559 -2.3820
H 0.8467 -0.4676 1.2530
H 5.9325 -1.0808 0.6944
S -4.6962 -0.0505 0.3473
H 1.6767 1.0481 -2.5418
H -4.5548 1.7394 -1.6333
C 2.2560 1.8669 0.2050
C -0.0946 1.7729 -0.4627
H 4.7941 0.6012 -1.6014
C 2.9864 1.4989 -0.9252
H -0.9140 -3.3482 2.8741
H -3.8398 -0.9454 -2.2024
H 2.2240 1.9989 2.3391
C -1.8854 1.8022 1.1834
H -3.6833 1.4266 2.3397
H -0.7617 -4.4462 1.4977
N -4.1988 1.5427 0.3683
C 4.7600 0.6853 0.5284
C 0.0180 -2.4582 1.1387
O -5.0289 -0.3810 1.7030
C 0.6676 -1.3106 1.9168
N 0.9526 2.4230 0.1014
H 6.5551 0.2804 1.6266
H 1.6231 -1.6384 2.3190
H -2.6116 -1.3042 1.8468
C 2.4740 1.7523 -2.3069
H 0.9721 -1.9765 -3.0234
C 2.7933 1.6878 1.4739
C 6.0810 -0.0007 0.6894
H -2.2312 2.6529 -2.1650
H 0.0235 -0.9941 2.7341
C 4.0337 1.1045 1.6355
C -2.4304 2.0285 -1.2918
H 4.4336 0.9640 2.6287
H -1.7155 -1.9914 -3.0003
H -1.3086 2.2559 1.9928
C -1.1941 -2.0057 0.3758
H 0.6663 -4.0336 2.4547
O 2.0905 -3.3024 0.1210
H 0.3755 -3.6569 -3.0359
C 4.2253 0.9022 -0.7330
O 0.0190 0.7360 -1.0839
H 6.7490 0.2425 -0.1335
C -3.8971 2.1835 -0.8859
C 0.9305 -2.9118 -2.4626
C -2.3741 -1.4435 0.8034
H -3.5968 3.0547 1.6297
C -3.0738 -1.2519 -1.5074
```

## Properties
- molecular weight (g mol⁻¹) = 469.61
- HOMO energy (eV) = -8.4
- Kohn-Sham gap (Ha) = 0.3274
- structure (SMILES) = Cc1ccc(NC(=O)C2CCN(S(=O)(=O)c3ccc4c(c3)C(C)(C)C(=O)N4C)CC2)c(C)c1
- strongest force on any atom (Eh/bohr) = 0.0198
- LUMO energy (eV) = 0.49
- energy relative to the best compared isomer or geometry (same formula, charge and spin) (kJ/mol) = 8.9


Record 5
Formula: C25H31N3O5S
Source: OMol25
Level of theory: ωB97M-V with the def2-TZVPD basis set

Structure (XYZ):
```
65
C25H31N3O5S (ωB97M-V with the def2-TZVPD basis set)
H 7.5038 4.4132 1.3118
C 6.5535 4.8658 1.0424
C -2.2153 0.2308 0.4492
H -3.1838 3.3416 -2.3571
C -7.0077 0.9309 -0.1539
H -7.3450 0.7606 0.8701
H -3.3355 4.3573 0.0086
C 0.4323 -3.4795 -1.8122
N 2.5602 -1.7196 -0.3134
C 4.5735 -0.4323 -0.9217
H 3.4081 2.3075 1.5328
H 2.0716 0.2879 1.2282
N -5.5940 1.1943 -0.1844
H -1.4603 -2.4558 -1.6527
H -1.2272 0.6497 0.3469
C 5.3317 0.7056 -0.7503
O 5.7672 2.7878 0.2211
O -1.1767 -2.6632 2.6931
H 6.2523 0.8385 -1.2961
H 5.3683 3.4324 2.1441
C -3.6092 -1.6230 1.1560
S -0.9377 -1.9924 1.4525
H -0.1091 -1.5959 -0.9000
O -5.6985 3.2903 -1.0898
H -7.5091 1.8087 -0.5599
H 1.5889 -3.5220 1.1853
C 3.3887 -0.5924 -0.2064
H 6.6293 5.2503 0.0290
H 4.8948 -1.2015 -1.6031
H 1.7433 -1.6596 0.2886
H 2.0903 -4.7697 -1.4604
O 0.2306 -1.1428 1.3674
H 1.7056 -5.2211 0.7509
C -0.2712 -4.3853 0.5991
C -0.5473 -2.5860 -1.0577
C -2.8877 2.3998 -1.9018
C -4.6139 0.3260 0.2509
C -4.7608 -0.9432 0.7891
C 4.9355 1.7114 0.1317
C -2.3679 -1.0398 0.9865
C -5.0549 2.3691 -0.6532
C -3.5309 2.2789 -0.5175
H -0.0933 -4.3782 -2.1399
C 2.7477 -2.8231 -1.0708
H -0.6661 -5.1854 -0.0324
H 6.3422 5.6864 1.7222
H -3.6560 -2.6091 1.5885
C 1.6521 -3.8955 -0.9677
H 0.7734 -2.9548 -2.7063
H -3.2111 1.5846 -2.5459
C -3.0350 3.3922 0.4091
H -5.7333 -1.3889 0.9224
C -3.3507 0.9132 0.0805
C 2.9887 0.4108 0.6703
C 3.7498 1.5531 0.8413
C 5.4452 3.8272 1.1210
O 3.6796 -2.9938 -1.8327
C 1.2470 -4.2724 0.4699
H -1.8046 2.3693 -1.8163
H -0.5539 -4.5828 1.6335
H -7.2499 0.0589 -0.7642
H -1.9515 3.3589 0.4877
H -3.4612 3.2789 1.4037
N -0.9264 -3.1435 0.2349
H 4.4815 4.2807 0.8475
```

## Properties
- molecular weight (g mol⁻¹) = 485.61
- HOMO energy (eV) = -7.7
- Kohn-Sham gap (Ha) = 0.2938
- structure (SMILES) = CCOc1ccc(NC(=O)C2CCN(S(=O)(=O)c3ccc4c(c3)C(C)(C)C(=O)N4C)CC2)cc1
- strongest force on any atom (Eh/bohr) = 0.0211
- LUMO energy (eV) = 0.33
- energy relative to the best compared isomer or geometry (same formula, charge and spin) (kJ/mol) = 37.5


Record 6
Formula: C25H31N3OOsP2
Source: OMol25
Level of theory: ωB97M-V with the def2-TZVPD basis set

Structure (XYZ):
```
63
C25H31N3OOsP2 (ωB97M-V with the def2-TZVPD basis set)
H 4.5839 -6.1212 3.1859
H 1.2977 1.5820 2.9468
C 2.3282 -4.1733 1.6388
C -1.3468 -1.2716 2.6811
C -1.0477 1.7627 -2.0553
C -0.0394 3.4208 -3.5152
C 1.0602 -4.1946 1.0431
H 3.0576 -0.0111 -2.5430
H -2.2239 1.5302 3.0996
H 1.7971 0.9373 -3.3669
C 2.8492 -5.3794 2.3917
C -0.9988 3.1411 -4.4964
N -1.1520 1.0876 -0.8119
C -2.8125 1.1386 1.0504
H 3.3492 1.7315 -2.9184
H 1.8191 3.6973 -1.7074
H -4.3746 1.0662 2.5048
C -3.2344 0.6458 -2.7491
C 2.4550 -1.8489 0.9781
C -3.4859 0.5925 -1.2664
H -0.4448 -3.0528 -0.0175
H 0.7369 4.1801 -3.6633
C -2.0127 2.2169 -4.2427
H -2.1309 -1.5574 1.9628
C -2.0312 1.5001 -3.0461
H 0.4977 0.6365 4.2506
C 3.2532 1.7073 0.1289
H -2.8469 2.0799 -4.9512
C -1.7658 1.5076 2.0980
C -5.1119 0.5366 0.5290
H 3.7803 2.6256 -0.1574
O 2.1520 -6.3429 2.6936
N 4.1652 -5.2907 2.7877
C 2.5948 0.9860 -2.6062
H 0.4662 -5.1086 1.0580
H 3.9947 -2.8511 2.0522
N 1.2068 -1.8508 0.4745
C 3.0212 -2.9609 1.5871
H 2.8922 1.8071 1.1579
C 1.0688 3.0092 -1.2849
H -5.5753 0.2957 -1.5866
H 1.6357 -0.1663 3.1318
H 0.7349 3.4338 -0.3224
H -0.9752 3.7079 -5.4392
P -0.4501 0.1958 2.0367
H -6.1424 0.3783 0.8776
H 4.7968 -4.6436 2.3412
C -4.7955 0.4354 -0.8233
H -0.6366 -2.1050 2.7801
P 1.8472 1.3275 -0.9553
H 0.6604 -0.4057 -1.5358
Os 0.3682 0.0334 -0.0044
C -4.1324 0.9215 1.4486
H -3.3375 -0.2990 -3.3343
H 3.9434 0.8587 0.0878
C 0.8569 0.6090 3.2136
H -1.8218 -1.0996 3.6582
C -2.4745 0.9253 -0.3294
C 0.5364 -3.0389 0.4606
H -1.2866 2.4912 1.9533
H 2.9979 -0.9147 0.8977
C -0.0360 2.7529 -2.2904
H -4.0809 1.1952 -3.1675
```

## Properties
- molecular weight (g mol⁻¹) = 641.72
- HOMO energy (alpha / beta) (eV) = -11.4 / -14.0
- Kohn-Sham gap (alpha / beta) (Ha) = 0.1961 / 0.1825
- charge = +2
- 2S+1 = 5
- strongest force on any atom (Eh/bohr) = 0.1304
- LUMO energy (alpha / beta) (eV) = -6.08 / -9.04
- energy relative to the best compared isomer or geometry (same formula, charge and spin) (kJ/mol) = 52.1


Record 7
Formula: C25H31N5O3S2
Source: OMol25
Level of theory: ωB97M-V with the def2-TZVPD basis set

Structure (XYZ):
```
66
C25H31N5O3S2 (ωB97M-V with the def2-TZVPD basis set)
C 1.8449 3.3790 2.9807
O 4.1622 2.8601 0.2304
H -0.7560 -5.1426 -1.3193
C 0.6133 2.2085 -3.2528
H 6.0136 -0.4686 2.9551
O -3.7320 -3.4612 -4.2696
C 5.0927 0.0440 3.1898
C 3.5248 1.7680 2.7319
H -0.2111 1.7093 -3.7679
H 2.1129 1.6457 -4.6873
C 3.1372 0.2657 4.5744
C -1.6528 -4.5725 -1.0917
H -3.0213 -6.0702 -1.8272
C 4.7058 1.1251 2.4092
C 2.3130 4.5966 3.7773
H 1.7042 4.9180 0.9797
H -5.7889 -5.2969 0.7610
H 2.7638 2.1047 -3.1107
H -4.3498 -6.1163 0.1533
C -0.4503 1.3193 -1.0940
H 1.5016 4.9692 4.3974
O -5.5228 -2.5107 -2.8583
C -3.4196 -0.8964 -1.3803
C -2.7831 -5.0194 -2.0190
H -5.7714 -5.9447 -0.8838
N 0.4686 2.6813 0.2951
C 4.3251 -0.3825 4.2593
H 1.9923 0.5336 -3.3175
H -1.6020 -2.2065 -3.8993
H 3.2814 5.4214 0.2989
H 2.5315 -0.0647 5.4052
C -4.6599 -4.1190 -0.6356
C 2.7459 1.3400 3.8076
C -0.9658 -0.5723 -2.6490
H 2.6415 5.3978 3.1192
H -1.4351 -3.5151 -1.2235
S 2.0065 4.2559 -1.2935
H 5.3046 1.4506 1.5760
H -3.9996 -3.6552 0.1112
H 0.6180 3.2656 -3.5379
C 2.5657 4.6048 0.4002
H 3.1464 4.3187 4.4197
N 2.9338 2.8899 2.1274
H 4.6494 -1.2241 4.8530
H -2.4771 -4.9274 -3.0620
N -3.9980 -4.2466 -1.9133
S -4.1823 -3.0001 -2.9891
H -2.7959 0.7274 -0.1214
H -5.5052 -3.4542 -0.8177
N -0.3802 1.6574 0.1696
H -4.3842 -1.0313 -0.9183
C 3.2946 3.3647 0.9165
C -1.3175 0.2637 -1.5896
H -1.9111 -4.7470 -0.0501
C 1.9562 1.5796 -3.6146
C 1.5221 2.1958 3.9102
H -0.0023 -0.4832 -3.1247
N 0.3660 2.1405 -1.8351
C -2.5468 0.0839 -0.9501
H 1.3220 2.5241 4.9296
C 0.9095 2.9727 -0.9026
H 0.6507 1.6471 3.5460
C -3.0631 -1.7036 -2.4451
H 0.9784 3.6161 2.3607
C -1.8432 -1.5538 -3.0751
C -5.1721 -5.4595 -0.1188
```

## Properties
- molecular weight (g mol⁻¹) = 513.69
- HOMO energy (eV) = -8.1
- Kohn-Sham gap (Ha) = 0.3053
- structure (SMILES) = CCN(CC)S(=O)(=O)c1ccc(-c2nnc(SCC(=O)N3c4ccccc4C[C@H]3C)n2CC)cc1
- strongest force on any atom (Eh/bohr) = 0.0244
- LUMO energy (eV) = 0.18


Q: The highest strongest force on any atom belongs to which entry?
A: C25H31N3OOsP2